Entry from the OMol25 dataset: a single CH4ClN3 molecule (the ωB97M-V functional and the def2-TZVPD basis).

Calculated values
SMILES ... ClN1CNN1
DFT total energy ... -18089.61877 eV
Energy above the lowest of the compared OMol25 structures with the same formula, charge and spin ... 3.940 eV
HOMO level ... -9.2 eV
HOMO-LUMO gap ... 10.04 eV
E_LUMO ... 0.80 eV

ORCA input file:
```
! wB97M-V def2-TZVPD RIJCOSX def2/J DEFGRID3
* xyz 0 1
C 0.0464 0.4803 0.6536
N 0.2803 0.3231 -0.7067
N 0.8969 -1.0193 -0.4959
N 0.4911 -0.7928 1.1266
Cl -0.7024 -1.9582 1.5474
H 0.6537 1.0875 1.2977
H -0.9825 0.7465 0.8494
H -0.5641 0.1124 -1.2367
H 0.3081 -1.7521 -0.9631
*
```